[1]
{
  "formula": "C5H9NO",
  "method": "wB97M-V/def2-TZVPD",
  "symbols": ["O", "N", "C", "C", "C", "C", "C", "H", "H", "H", "H", "H", "H", "H", "H", "H"],
  "xyz": [[1.59310, -2.44541, 0.29507], [-0.84594, 1.42418, -0.67588], [1.48526, 0.39340, -0.11424], [-1.31990, -0.15943, 1.22973], [1.58824, -1.61624, -0.49480], [0.11032, 0.32818, -0.91448], [-1.19635, 0.07087, -0.25558], [0.19171, -0.01860, -1.95060], [-1.10552, -1.20297, 1.48524], [2.23803, -0.36590, 0.50123], [-1.92755, -0.47240, -0.85840], [2.21233, 0.82228, -0.80125], [-0.63147, 0.48733, 1.78107], [-1.34191, 1.69431, -1.52628], [-2.33412, 0.07815, 1.56589], [1.28210, 0.99910, 0.74520]],
  "e_above_lowest_kcal_mol": 104.9,
  "largest_force_ha_per_bohr": 0.090,
  "lumo_energy_ev": 0.9,
  "homo_lumo_gap_ev": 10.50
}

=====

[2]
{
  "formula": "C5H9NO",
  "method": "wB97M-V/def2-TZVPD",
  "symbols": ["O", "N", "C", "C", "C", "C", "C", "H", "H", "H", "H", "H", "H", "H", "H", "H"],
  "xyz": [[0.99156, -1.07696, -2.05030], [-1.26891, -1.69729, 0.33466], [-0.12608, -0.78428, 0.02045], [0.37995, 1.66399, -0.00607], [0.81941, -1.45962, -0.93629], [-0.58484, 0.62285, -0.45913], [0.51329, 2.16799, 1.22041], [1.09725, 2.07213, -0.71288], [-0.81066, -2.52745, 0.70853], [0.35434, -0.62744, 0.98665], [-1.59418, 0.76448, -0.07467], [-1.63399, -2.08755, -0.54056], [-0.62514, 0.60027, -1.54141], [1.22046, 2.95024, 1.44364], [-0.02094, 1.76194, 2.07018], [1.28848, -2.34333, -0.46322]],
  "e_above_lowest_kcal_mol": 48.6,
  "smiles": "C=CC[C@@H](N)C=O",
  "largest_force_ha_per_bohr": 0.028,
  "lumo_energy_ev": 0.8,
  "homo_lumo_gap_ev": 10.29
}

=====

[3]
{
  "formula": "C5H9NO",
  "method": "wB97M-V/def2-TZVPD",
  "symbols": ["O", "N", "C", "C", "C", "C", "C", "H", "H", "H", "H", "H", "H", "H", "H", "H"],
  "xyz": [[1.12208, 1.55217, 0.13978], [0.44552, 0.50301, 0.81075], [-1.28877, 0.12074, 0.57808], [-1.73745, 1.08693, -0.48943], [1.90296, -1.24943, -0.34068], [0.62572, -0.69354, 0.21235], [-0.66631, -1.14902, 0.23640], [2.78173, -0.74877, 0.06939], [1.92003, -1.17771, -1.43134], [-1.07627, -2.14945, 0.23510], [1.51640, 2.05199, 0.86925], [-2.74180, 0.81507, -0.83389], [-1.79520, 2.10584, -0.09449], [-1.91774, 0.15798, 1.47397], [1.97197, -2.31079, -0.08733], [-1.06286, 1.08498, -1.34791]],
  "e_above_lowest_kcal_mol": 98.3,
  "smiles": "CC1=C[C@H](C)N1O",
  "largest_force_ha_per_bohr": 0.050,
  "lumo_energy_ev": 1.0,
  "homo_lumo_gap_ev": 9.08
}

=====

[4]
{
  "formula": "C5H9NO",
  "method": "wB97M-V/def2-TZVPD",
  "symbols": ["O", "N", "C", "C", "C", "C", "C", "H", "H", "H", "H", "H", "H", "H", "H", "H"],
  "xyz": [[0.83472, -1.45924, 0.97713], [-0.16640, 0.22631, 2.36464], [-1.75871, 0.12872, -0.53587], [0.40284, -1.44430, -0.41334], [-0.45413, -0.22111, -0.11564], [0.98333, 1.25430, -0.67641], [0.05091, -0.36999, 1.28784], [-0.51792, 0.90098, -0.71217], [0.35864, -0.19221, 3.13288], [-0.19083, -2.33239, -0.64593], [0.72960, 2.25936, -0.31859], [1.85959, 0.88528, -0.13891], [-2.41765, 0.62771, 0.16304], [1.24104, -1.32438, -1.09893], [-2.11351, -0.18002, -1.51127], [1.15846, 1.24098, -1.75847]],
  "e_above_lowest_kcal_mol": 155.7,
  "largest_force_ha_per_bohr": 0.009,
  "lumo_energy_ev": 0.7,
  "homo_lumo_gap_ev": 8.09
}

=====

[5]
{
  "formula": "C5H9NO",
  "method": "wB97M-V/def2-TZVPD",
  "symbols": ["O", "N", "C", "C", "C", "C", "C", "H", "H", "H", "H", "H", "H", "H", "H", "H"],
  "xyz": [[-0.21494, -1.72478, 0.19346], [0.37760, 2.68429, -1.37279], [-1.79911, -0.01289, -0.53319], [-0.39337, -0.46149, -0.25699], [0.53282, 1.62244, -0.93011], [0.70497, 0.30667, -0.39773], [2.07784, -0.17244, -0.00039], [2.76570, 0.66831, 0.11793], [2.49787, -0.85577, -0.74613], [-0.30916, 0.47313, 1.99450], [-2.06268, -0.17410, -1.58362], [-1.91671, 1.05177, -0.31499], [2.02615, -0.71422, 0.94993], [-1.06990, -2.13882, 0.36379], [-2.51323, -0.56508, 0.09068], [-0.70384, 0.01295, 2.42565]],
  "e_above_lowest_kcal_mol": 50.3,
  "smiles": "C/C(O)=C(/C)C#N.[H][H]",
  "largest_force_ha_per_bohr": 0.021,
  "lumo_energy_ev": 0.5,
  "homo_lumo_gap_ev": 9.50
}

=====

[6]
{
  "formula": "C5H9NO",
  "method": "wB97M-V/def2-TZVPD",
  "symbols": ["O", "N", "C", "C", "C", "C", "C", "H", "H", "H", "H", "H", "H", "H", "H", "H"],
  "xyz": [[0.81608, -1.90012, 0.62413], [-0.75639, 1.50198, -0.91522], [1.33360, 0.15271, -0.39183], [-0.91355, 0.19225, 1.17223], [1.71958, -1.00064, 0.19403], [-1.23073, 0.26449, -0.30018], [0.01541, 0.27141, -1.11578], [-1.30457, 1.70871, -1.74674], [-1.21985, 1.06180, 1.73479], [2.06322, 0.93706, -0.53667], [0.04420, -1.32907, 0.88561], [2.74838, -1.21854, 0.48924], [0.28758, 0.40499, 1.06168], [-2.11539, -0.22443, -0.70870], [-1.48993, -0.64073, 1.66210], [0.00235, -0.18187, -2.10870]],
  "e_above_lowest_kcal_mol": 87.2,
  "smiles": "C[C@H]1N[C@H]1/C=C\\O",
  "largest_force_ha_per_bohr": 0.062,
  "lumo_energy_ev": 1.0,
  "homo_lumo_gap_ev": 9.80
}

=====

[7]
{
  "formula": "C5H9NO",
  "method": "wB97M-V/def2-TZVPD",
  "symbols": ["O", "N", "C", "C", "C", "C", "C", "H", "H", "H", "H", "H", "H", "H", "H", "H"],
  "xyz": [[0.35586, 1.02114, -1.50077], [0.78396, -3.26200, 0.58571], [1.31960, -1.01940, -0.65977], [1.04870, -2.28152, 0.03093], [-0.32245, 0.34729, 0.73496], [-1.56171, 1.23826, 0.73182], [0.08840, -0.09015, -0.66843], [1.61568, -1.22968, -1.69222], [-1.79754, 1.58218, 1.74333], [2.16439, -0.51972, -0.16969], [-2.43450, 0.70041, 0.34477], [-0.73896, -0.62514, -1.14913], [-1.40964, 2.11608, 0.09646], [0.52927, 0.89060, 1.17703], [0.84271, 1.66845, -0.96860], [-0.48376, -0.53680, 1.36358]],
  "e_above_lowest_kcal_mol": 22.2,
  "smiles": "CC[C@@H](O)CC#N",
  "largest_force_ha_per_bohr": 0.023,
  "lumo_energy_ev": 0.7,
  "homo_lumo_gap_ev": 11.59
}

=====

[8]
{
  "formula": "C5H9NO",
  "method": "wB97M-V/def2-TZVPD",
  "symbols": ["O", "N", "C", "C", "C", "C", "C", "H", "H", "H", "H", "H", "H", "H", "H", "H"],
  "xyz": [[-2.39934, -1.07749, 0.94946], [0.59418, 0.12944, -0.61705], [0.95954, 0.14039, -1.89051], [-1.49346, -0.29579, 0.75334], [-0.20558, -0.80495, 0.16472], [-1.57786, 1.16488, 1.13673], [1.15415, -0.30364, 0.52235], [-0.94090, 1.35749, 2.00758], [-0.27855, -1.83215, -0.20583], [-2.61017, 1.40638, 1.39337], [-1.22646, 1.81501, 0.32954], [1.55592, 0.25119, 1.35880], [2.15496, -1.30579, -0.49559], [2.12058, -1.30806, -1.34235], [1.79748, 0.77418, -2.16409], [0.20644, -0.09239, -2.63594]],
  "e_above_lowest_kcal_mol": 136.1,
  "largest_force_ha_per_bohr": 0.008,
  "lumo_energy_ev": 0.6,
  "homo_lumo_gap_ev": 8.96
}

=====

[9]
{
  "formula": "C5H9NO",
  "method": "wB97M-V/def2-TZVPD",
  "symbols": ["O", "N", "C", "C", "C", "C", "C", "H", "H", "H", "H", "H", "H", "H", "H", "H"],
  "xyz": [[-1.87023, 0.43292, -1.36738], [-0.79833, 1.66648, 0.26862], [-0.96384, 0.23914, -0.56577], [-0.08088, -1.99064, -0.96446], [0.22110, 2.42015, 0.30313], [0.85833, -0.64608, 0.99920], [-0.08033, -0.70618, -0.17583], [0.91484, -2.20755, -1.37929], [0.79856, -1.58893, 1.56135], [-0.36189, -2.84781, -0.33405], [0.14504, 3.47166, 0.57265], [0.62312, 0.15461, 1.70859], [1.91467, -0.53241, 0.70462], [-0.78789, -1.93594, -1.79683], [-1.71829, 2.07851, 0.42546], [1.18602, 1.99207, 0.03999]],
  "e_above_lowest_kcal_mol": 68.4,
  "largest_force_ha_per_bohr": 0.007,
  "lumo_energy_ev": -0.2,
  "homo_lumo_gap_ev": 6.78
}

=====

[10]
{
  "formula": "C5H9NO",
  "method": "wB97M-V/def2-TZVPD",
  "symbols": ["O", "N", "C", "C", "C", "C", "C", "H", "H", "H", "H", "H", "H", "H", "H", "H"],
  "xyz": [[1.17437, 0.40303, -1.71355], [-1.30748, 1.22838, -0.84098], [1.20152, 0.40449, -0.41880], [-0.70172, 1.31985, -1.84230], [0.09775, -0.17082, 0.34034], [-0.05865, 0.15957, 1.78729], [-0.59495, -1.38778, -0.18582], [1.64914, 1.27194, 0.10990], [-0.06389, -0.73665, 2.41612], [-1.67350, -1.26957, -0.05649], [-1.03054, 0.65351, 1.89267], [-0.36508, -1.52419, -1.24478], [0.71313, 0.85490, 2.13299], [-0.28711, -2.27306, 0.38474], [-0.47293, 1.59839, -2.85228], [1.71993, -0.53200, 0.09094]],
  "e_above_lowest_kcal_mol": 99.4,
  "largest_force_ha_per_bohr": 0.021,
  "lumo_energy_ev": 0.3,
  "homo_lumo_gap_ev": 9.30
}